Formula: C39H36ClN3Si2Sm
Source: the Open Molecules 2025 dataset
Level of theory: the ωB97M-V functional and the def2-TZVPD basis

<S²> = 8.8876
frontier orbital gap (alpha / beta) = 4.72 / 4.87 eV
charge = +1
LUMO level (alpha / beta) = -3.0 / -2.8 eV
total energy = -3368.8608 hartree
2S+1 = 6

Last column: Löwdin charge in e.
Positions of all 82 atoms, in Å:
C -1.733 -0.987 4.093  -0.21
C -2.006 -0.332 2.855  -0.23
C -1.938 -1.308 1.818  -0.20
H -2.259 0.722 2.713  0.11
C -1.585 -2.566 2.406  -0.21
C -1.471 -2.364 3.821  -0.22
H -1.270 -3.132 4.568  0.11
H -1.786 -0.520 5.080  0.12
H -2.191 -1.128 0.777  0.09
H -1.471 -3.509 1.870  0.11
Sm 0.427 -1.040 2.718  1.37
Si 1.167 1.870 -1.281  0.77
C -0.228 3.096 -1.379  -0.34
C 0.015 4.292 -2.065  -0.12
H 1.014 4.498 -2.458  0.10
C -1.005 5.234 -2.234  -0.08
H -0.794 6.138 -2.804  0.11
C -2.265 4.997 -1.665  -0.08
H -3.068 5.708 -1.833  0.10
C -2.483 3.871 -0.857  -0.08
H -3.429 3.703 -0.345  0.10
C -1.454 2.929 -0.704  -0.13
H -1.610 2.063 -0.054  0.09
C 0.302 0.141 -1.407  -0.34
C -1.099 -0.044 -1.570  -0.22
H -1.758 0.795 -1.772  0.10
C -1.692 -1.348 -1.683  -0.24
H -2.740 -1.452 -1.962  0.14
C -0.910 -2.515 -1.339  -0.20
H -1.401 -3.489 -1.311  0.13
C 0.439 -2.319 -0.983  -0.16
H 1.052 -3.117 -0.555  0.12
C 1.038 -1.072 -1.276  -0.26
H 2.113 -1.003 -1.120  0.07
H 1.401 1.852 0.180  -0.04
Si -0.428 -1.422 -3.030  0.74
C 0.021 -2.723 -4.284  -0.24
C -0.542 -2.691 -5.562  -0.08
H -1.260 -1.908 -5.832  0.10
C -0.154 -3.630 -6.528  -0.07
H -0.587 -3.589 -7.529  0.11
C 0.813 -4.605 -6.227  -0.07
H 1.111 -5.331 -6.980  0.10
C 1.403 -4.611 -4.955  -0.08
H 2.194 -5.336 -4.730  0.11
C 0.999 -3.681 -3.985  -0.09
H 1.471 -3.689 -2.996  0.10
C -0.638 0.055 -4.280  -0.26
C -1.879 0.669 -4.483  -0.10
H -2.807 0.143 -4.238  0.11
C -1.932 1.989 -4.948  -0.07
H -2.908 2.473 -5.059  0.11
C -0.750 2.678 -5.240  -0.09
H -0.781 3.730 -5.536  0.11
C 0.479 2.016 -5.151  -0.09
H 1.409 2.529 -5.406  0.11
C 0.531 0.696 -4.689  -0.10
H 1.500 0.194 -4.590  0.11
H 2.413 2.500 -1.709  -0.02
Cl 2.683 -0.923 1.591  -0.11
N 1.509 0.499 6.199  0.13
C 0.823 1.395 5.381  -0.27
C 0.417 2.601 5.978  0.01
C -0.181 3.576 5.182  -0.02
C -0.338 3.311 3.815  -0.04
C 0.075 2.085 3.303  -0.13
N 0.636 1.105 4.071  0.01
C 2.063 -0.741 5.890  -0.26
C 3.109 -1.238 6.685  0.02
C 3.637 -2.488 6.377  -0.02
C 3.083 -3.217 5.324  -0.04
C 2.009 -2.689 4.612  -0.16
N 1.540 -1.434 4.860  -0.03
H 1.751 0.861 7.112  0.15
H 0.613 2.724 7.043  0.12
H -0.512 4.510 5.619  0.12
H -0.775 4.043 3.138  0.12
H -0.010 1.854 2.232  0.09
H 3.449 -0.615 7.508  0.12
H 4.453 -2.900 6.964  0.12
H 3.471 -4.192 5.038  0.12
H 1.497 -3.242 3.805  0.10